Entry 1:
DFT (ωB97M-V with the def2-TZVPD basis set) results for a gas-phase ion, C6H7N2O4 (charge -1) at a distorted geometry.

Results
LUMO energy = 3.64 eV
relative energy (zero: lowest compared OMol25 entry of this formula, charge and spin) = 159.06 kcal per mole
highest occupied orbital energy = -4.1 eV
E_tot = -17500.7638 eV

ORCA input file:
```
! wB97M-V def2-TZVPD RIJCOSX def2/J DEFGRID3
* xyz -1 1
C 0.42960 1.69260 1.52525
C 1.16910 1.16872 -0.10226
C -0.77423 0.96880 1.83364
C 0.71050 -0.12629 -0.68060
C -1.37463 0.00131 0.72976
C -0.31357 -0.92872 0.15257
N 2.17642 1.75550 -0.63610
N 1.13317 2.64821 2.19971
O 2.64639 1.46447 -1.78282
O -1.34808 1.12673 2.91856
O 2.19093 3.11683 1.68812
O 0.71875 3.02531 3.28900
H 0.24520 -0.06933 -1.74412
H 1.52161 -0.78411 -0.82109
H -2.11546 -0.53440 1.41830
H -1.95209 0.74819 0.12938
H -0.81783 -1.66058 -0.42154
H 0.27653 -1.58094 0.79171
H 2.67435 2.67830 -0.24583
*
```

Mulliken atomic charge list, values in e, 6 entries: -0.154, 0.199, 0.469, -0.381, -0.702, -0.724

---

Entry 2:
DFT (ωB97M-V with the def2-TZVPD basis set) results for a molecular structure, C16H19BrN11Pd at a distorted geometry.

Results
LUMO energy (spin up / spin down) = -6.19 / -6.19 eV
relative energy (zero: lowest compared OMol25 entry of this formula, charge and spin) = 51.07 kcal per mole
highest occupied orbital energy (spin up / spin down) = -11.7 / -11.7 eV
E_tot = -106802.3332 eV

ORCA input file:
```
! wB97M-V def2-TZVPD RIJCOSX def2/J DEFGRID3
* xyz 1 1
Pd 0.29107 0.04716 0.70065
Br 0.65365 -2.58496 -0.12061
C 0.37788 -2.07347 -1.92653
C 0.81848 -2.88428 -2.92170
C 0.57466 -2.50579 -4.25815
C -0.12496 -1.36746 -4.52947
C -0.61602 -0.53853 -3.49283
C -1.40740 0.60504 -3.75801
C -1.91113 1.35622 -2.74380
C -1.58344 1.05453 -1.40134
C -0.78979 -0.00063 -1.13668
C -0.32101 -0.87710 -2.14351
H 1.33830 -3.80501 -2.69443
H 0.93714 -3.13228 -5.06123
H -0.31881 -1.07713 -5.55419
H -1.62402 0.85860 -4.78803
H -2.53494 2.21519 -2.94937
H -1.96550 1.68849 -0.62197
N -0.98945 1.53181 1.71429
C -2.37779 1.13060 2.05003
C -2.43934 -0.34470 2.36853
C -1.76251 -0.71148 3.69869
C -0.53846 -1.58527 3.50670
N 0.53045 -0.88746 2.75383
H -0.45406 1.75669 2.54687
H -0.95623 2.34523 1.09122
H -3.01619 1.34342 1.19439
H -2.74464 1.71963 2.89321
H -1.95482 -0.87407 1.54017
H -3.48261 -0.65926 2.37163
H -2.46629 -1.24321 4.33727
H -1.46582 0.18981 4.24845
H -0.80936 -2.49146 2.96471
H -0.14920 -1.88205 4.48237
H 1.31331 -1.51692 2.55044
H 0.92182 -0.13428 3.31369
N 3.35195 1.55511 -0.52462
C 3.44475 0.45826 0.27038
N 4.55327 -0.16226 0.60686
N 4.16823 -1.15191 1.43737
N 2.89612 -1.14174 1.59782
N 2.40222 -0.10260 0.87655
C 2.18104 2.22997 -0.64397
N 2.02105 3.38201 -1.25672
N 0.72022 3.69526 -1.10503
N 0.10651 2.78660 -0.44290
N 1.00966 1.82986 -0.13051
H 4.19205 1.95583 -0.91054
*
```

Mulliken atomic charge list, values in e, 6 entries: -0.507, -0.032, 0.804, -0.622, -0.689, -0.892

---

Entry 3:
DFT (ωB97M-V with the def2-TZVPD basis set) results for a molecular structure, C10H25Cl2O3OsSb at a distorted geometry.

Results
LUMO energy (spin up / spin down) = -17.08 / -17.02 eV
relative energy (zero: lowest compared OMol25 entry of this formula, charge and spin) = 6.41 kcal per mole
highest occupied orbital energy (spin up / spin down) = -23.1 / -23.1 eV
E_tot = -50916.7720 eV

ORCA input file:
```
! wB97M-V def2-TZVPD RIJCOSX def2/J DEFGRID3
* xyz 4 1
Os -0.00682 0.60023 -0.18105
C 1.25172 1.20763 -2.95343
O 0.54333 1.76311 -1.75843
C -0.53010 2.76721 -2.06509
C -1.83792 2.02616 -2.04578
O -1.86784 1.21854 -0.77550
C -2.82316 0.09458 -0.83012
C -2.14299 -1.02246 -1.56705
O -0.76122 -1.10851 -1.00804
C -0.05465 -2.33157 -1.46351
H 1.82647 2.02783 -3.37722
H 0.50427 0.82586 -3.64550
H 1.90455 0.42011 -2.58926
H -0.29019 3.20293 -3.03419
H -0.46094 3.52876 -1.29320
H -1.94096 1.33882 -2.88422
H -2.69736 2.69402 -1.98419
H -3.74042 0.44837 -1.30145
H -3.02551 -0.14915 0.21217
H -2.04611 -0.86742 -2.64144
H -2.62106 -1.98287 -1.37474
H -0.67411 -3.18995 -1.21306
H 0.89351 -2.35260 -0.93415
H 0.10003 -2.25472 -2.53823
Cl 0.36774 2.57343 1.14064
C 2.17681 2.47528 1.01945
Cl 2.49792 0.82933 0.34698
H 2.60321 2.56154 2.01532
H 2.53123 3.22283 0.31446
C 1.19632 0.05160 4.06169
Sb 0.71507 -1.20822 2.43877
C 2.30484 -2.50981 1.95411
C -1.14105 -2.19696 2.71465
H 1.07413 -0.60810 4.92987
H 0.49776 0.88162 4.14458
H 2.23381 0.37263 3.99217
H 2.39028 -3.13629 2.85135
H 3.22661 -1.94669 1.82295
H 2.07488 -3.14094 1.09955
H -0.94859 -2.82407 3.59514
H -1.38085 -2.82667 1.86190
H -1.92264 -1.47545 2.94308
*
```

Mulliken atomic charge list, values in e, 6 entries: 1.350, -0.658, -0.520, -0.588, -0.331, -0.495

---

Entry 4:
DFT (ωB97M-V with the def2-TZVPD basis set) results for a molecular structure, C27H60O10P2 at a distorted geometry.

Results
LUMO energy = 0.44 eV
highest occupied orbital energy = -9.1 eV
E_tot = -68026.9388 eV

ORCA input file:
```
! wB97M-V def2-TZVPD RIJCOSX def2/J DEFGRID3
* xyz 0 1
C -0.05656 -3.09895 -3.08509
P 0.56529 -2.15936 -1.66624
O -0.46363 -0.90575 -1.76245
O -0.06071 -3.03422 -0.33320
P 0.61670 -2.73349 1.06039
O 1.16284 -1.38968 1.22822
O -0.52475 -3.07102 2.10837
O 1.73597 -3.84441 1.35621
C 2.51697 -4.21292 0.23975
C 2.11788 -5.27996 -0.54885
C 2.87833 -5.62226 -1.65916
C 4.02985 -4.89611 -1.94491
C 4.42228 -3.84667 -1.12460
C 3.65965 -3.48659 -0.02049
H -1.04140 -2.74472 -3.39079
H -0.15336 -4.16002 -2.87263
H 0.61379 -2.95491 -3.92320
H -0.03748 -0.15825 -1.32669
H -1.05240 -3.79891 1.75146
H 1.21792 -5.82032 -0.30755
H 2.56633 -6.45518 -2.26603
H 4.61095 -5.16169 -2.81372
H 5.31949 -3.28184 -1.31754
H 3.93284 -2.66023 0.60948
C 7.25765 1.86349 1.00893
C 6.13264 2.32584 0.09864
O 5.31750 1.27765 -0.39024
C 4.64348 0.50474 0.58798
C 3.69235 1.29951 1.46495
H 7.88981 1.13764 0.49542
H 7.87287 2.71366 1.30542
H 6.88196 1.39279 1.91817
H 6.55569 2.79996 -0.78739
H 5.52022 3.08549 0.59754
H 5.36625 -0.04806 1.20041
H 4.07029 -0.23902 0.03245
H 4.21355 2.05348 2.05734
H 3.17338 0.63233 2.15355
H 2.95056 1.81331 0.85169
C -2.03939 1.27253 -3.86109
C -0.93217 0.75056 -4.76053
O -1.39010 -0.10146 -5.79514
C -2.31005 0.46946 -6.70924
C -1.76837 1.67215 -7.46254
H -2.59168 0.44208 -3.41982
H -1.61912 1.87791 -3.05674
H -2.75111 1.89414 -4.40683
H -0.24411 0.14947 -4.16749
H -0.34426 1.57627 -5.17778
H -3.24769 0.72049 -6.20087
H -2.54768 -0.32131 -7.42074
H -1.52727 2.50029 -6.79456
H -2.50857 2.02813 -8.17963
H -0.85780 1.40635 -8.00151
C -0.37333 0.12522 3.80894
C -1.64444 0.84862 4.20752
O -1.44219 2.03553 4.96111
C -0.67787 3.04582 4.33178
C -1.25924 3.53633 3.01672
H 0.21137 -0.12919 4.69116
H -0.61309 -0.79141 3.27596
H 0.25809 0.72816 3.15562
H -2.24660 0.20196 4.84703
H -2.25327 1.06619 3.32242
H 0.35773 2.71254 4.19457
H -0.64743 3.87184 5.04331
H -1.29682 2.74573 2.26613
H -0.64858 4.34611 2.61592
H -2.27590 3.90425 3.16285
C -8.31938 -0.69630 -6.05291
C -6.82846 -0.40627 -6.07449
O -6.45525 0.63209 -6.96159
C -7.02249 1.90432 -6.71179
C -6.68333 2.47554 -5.34526
H -8.67397 -0.94489 -7.05402
H -8.52737 -1.53698 -5.39041
H -8.89835 0.15714 -5.69768
H -6.29291 -1.28950 -6.42295
H -6.46046 -0.19629 -5.06362
H -8.10794 1.87612 -6.86036
H -6.61985 2.55788 -7.48590
H -7.07752 1.86169 -4.53443
H -7.10680 3.47480 -5.24060
H -5.60148 2.53941 -5.21667
C 0.82314 1.42727 7.56304
C 1.64372 0.17945 7.28704
O 2.97627 0.24398 7.76732
C 3.12745 0.42763 9.16130
C 2.50616 -0.67359 10.00400
H 1.31075 2.30478 7.13469
H -0.17376 1.34411 7.13054
H 0.70719 1.60260 8.63412
H 1.73547 0.03191 6.21290
H 1.13922 -0.71009 7.68242
H 2.74051 1.40784 9.46283
H 4.20360 0.45139 9.33535
H 1.42459 -0.72778 9.87429
H 2.70497 -0.49443 11.06120
H 2.92223 -1.64396 9.72951
*
```

Mulliken atomic charge list, values in e, 6 entries: -1.227, 0.532, -0.475, -0.434, 1.100, -0.381

---

Entry 5:
DFT (ωB97M-V with the def2-TZVPD basis set) results for C3H3NS2 in the gas phase at a distorted geometry.

Results
LUMO energy = -0.59 eV
relative energy (zero: lowest compared OMol25 entry of this formula, charge and spin) = 17.47 kcal per mole
SMILES = CC1(C#N)SS1
highest occupied orbital energy = -9.0 eV
E_tot = -26318.5296 eV

ORCA input file:
```
! wB97M-V def2-TZVPD RIJCOSX def2/J DEFGRID3
* xyz 0 1
C -0.13513 -2.58636 0.18743
C -0.16352 -1.41516 -0.74523
C -0.06809 -0.02825 -0.18369
N 0.03807 -3.56065 0.78237
S -1.16652 -1.49008 -2.25243
S 0.85681 -1.97154 -2.14793
H 0.02640 -0.10159 0.94970
H -1.10615 0.50750 -0.48631
H 0.78111 0.51181 -0.57574
*
```

Mulliken atomic charge list, values in e, 6 entries: 0.059, 0.679, -0.917, -0.397, -0.144, -0.161

---

Entry 6:
DFT (ωB97M-V with the def2-TZVPD basis set) results for 7 unconnected molecules or ions with the total composition C38H60N7O5P at a distorted geometry.

Results
LUMO energy = -0.49 eV
SMILES = CCOP(=O)(CCc1cccc2c1C(=O)NC2=O)OCC.CCCC#N.CCCC#N.CCCC#N.CCCC#N.CCCC#N.CCCC#N
highest occupied orbital energy = -9.5 eV
E_tot = -70334.9765 eV

ORCA input file:
```
! wB97M-V def2-TZVPD RIJCOSX def2/J DEFGRID3
* xyz 0 1
C 0.12168 5.84759 0.22213
C -0.83825 4.83394 -0.53293
O -0.75618 5.01451 -1.97419
P -0.11800 3.62102 -2.64420
O -0.11912 3.81439 -4.11130
C 1.58462 3.46552 -1.94209
C 2.45694 2.31148 -2.56989
C 3.30972 1.53292 -1.53001
C 2.88446 1.25386 -0.17088
C 3.69141 0.48754 0.76793
C 4.97892 -0.00964 0.37260
C 5.43923 0.28467 -0.94808
C 4.61491 1.03419 -1.89092
C 5.42063 1.15696 -3.20492
O 5.13684 1.65878 -4.25245
N 6.67000 0.47589 -2.92468
C 6.78738 -0.08807 -1.61764
O 7.68455 -0.70975 -1.12531
O -1.16629 2.41028 -2.21428
C -0.52840 1.22874 -1.70518
C -1.64894 0.25518 -1.14383
H 0.93439 6.21692 -0.43825
H 0.62540 5.27004 1.04420
H -0.47055 6.64317 0.72181
H -0.50596 3.81616 -0.21101
H -1.89349 4.92619 -0.17148
H 2.10741 4.44481 -2.18273
H 1.54260 3.42958 -0.82584
H 1.80128 1.60479 -3.13310
H 3.14625 2.76251 -3.32400
H 1.91759 1.61689 0.21945
H 3.27571 0.29583 1.77858
H 5.58052 -0.59967 1.08950
H 6.72342 -0.30391 -3.58786
H -0.01411 0.64588 -2.51444
H 0.14216 1.43632 -0.84083
H -2.60546 0.33958 -1.69658
H -1.24217 -0.78760 -1.11043
H -1.77405 0.55163 -0.07302
C -6.59311 1.92554 -1.87047
C -6.84522 0.53434 -1.29268
C -6.59454 0.45218 0.22574
C -5.18224 0.79252 0.50907
N -4.08258 1.05665 0.72936
H -5.55088 2.22779 -1.74919
H -6.81203 1.94120 -2.94020
H -7.22678 2.67252 -1.38409
H -6.20476 -0.18505 -1.81148
H -7.88151 0.24814 -1.49546
H -6.79814 -0.53674 0.56415
H -7.24468 1.14241 0.75505
C 6.70667 4.23577 -3.17529
C 6.85680 5.68020 -2.71925
C 6.00832 6.00566 -1.48736
C 4.57093 5.79628 -1.78396
N 3.45262 5.64116 -2.01244
H 5.68238 4.01560 -3.47932
H 7.34826 4.03888 -4.03512
H 6.98633 3.54172 -2.37739
H 6.58156 6.34343 -3.54327
H 7.90677 5.87458 -2.48807
H 6.15906 7.04520 -1.19164
H 6.29248 5.36964 -0.64644
C -8.36080 -2.92146 4.32668
C -6.89929 -2.74903 4.72097
C -6.45491 -1.28276 4.70474
C -6.61100 -0.71602 3.34474
N -6.73495 -0.27231 2.28451
H -8.54277 -2.58547 3.30414
H -8.64906 -3.97258 4.37811
H -9.01521 -2.35720 4.99479
H -6.27556 -3.33433 4.04013
H -6.74677 -3.15556 5.72340
H -5.40837 -1.20234 5.00389
H -7.05296 -0.69380 5.40295
C -11.60580 2.82900 2.25905
C -10.37065 2.22912 1.59608
C -10.59513 0.79705 1.10247
C -10.94366 -0.08752 2.24016
N -11.21207 -0.77221 3.12669
H -11.89323 2.27110 3.15246
H -11.40935 3.85693 2.56791
H -12.45491 2.83774 1.57114
H -9.54058 2.24832 2.30744
H -10.08154 2.85537 0.74854
H -9.68941 0.41773 0.62504
H -11.40297 0.76642 0.36859
C 7.27467 -4.70251 3.27445
C 5.99020 -5.07619 2.54404
C 5.47873 -3.95929 1.62830
C 5.18275 -2.74164 2.41946
N 4.95551 -1.79461 3.03488
H 7.12662 -3.84779 3.93834
H 7.61625 -5.53599 3.88991
H 8.07022 -4.45439 2.56699
H 5.22343 -5.32991 3.28098
H 6.16988 -5.97299 1.94572
H 4.56767 -4.27830 1.11850
H 6.22477 -3.71478 0.86821
C 5.54636 -9.77049 -1.65696
C 5.40416 -8.26228 -1.83046
C 6.58839 -7.48162 -1.25223
C 6.70711 -7.73780 0.20291
N 6.79757 -7.93924 1.33372
H 5.57458 -10.05289 -0.60272
H 4.69719 -10.28607 -2.10801
H 6.45836 -10.13595 -2.13530
H 4.47740 -7.93534 -1.35183
H 5.31381 -8.03295 -2.89471
H 6.44765 -6.41095 -1.41217
H 7.51834 -7.77736 -1.74162
*
```

Mulliken atomic charge list, values in e, 6 entries: -1.116, 0.078, -0.480, 0.582, -0.782, -0.075